[1]
The following is a quantum chemistry calculation of one molecule with the formula C22H30N4O2, from the OMol25 dataset.

Geometry (Å):
C -5.7314 -0.8997 -0.3115
C -4.2239 -0.9849 -0.4053
O -3.6755 -1.9723 -0.8640
N -3.5201 0.0816 0.0496
C -4.1728 1.2667 0.5739
C -3.2524 2.2339 1.3156
C -2.3542 3.0875 0.4182
N -1.1972 2.3487 -0.0312
C -0.1293 3.1846 -0.5391
C 1.0918 2.3494 -0.6792
N 1.5570 1.5016 0.1793
C 2.5936 0.9125 -0.4901
C 3.2955 -0.2732 0.0794
C 2.1911 -1.3166 0.0437
C 1.4327 -1.6281 1.1632
C 0.3783 -2.5192 1.0735
C 0.0371 -3.1141 -0.1340
C -1.1276 -4.0471 -0.2339
C 0.7896 -2.7868 -1.2559
C 1.8447 -1.8985 -1.1713
C 4.5485 -0.6483 -0.7422
C 5.7607 -0.2016 0.0905
C 5.1829 0.7090 1.1724
C 3.8353 0.0658 1.4762
N 2.7611 1.4026 -1.6850
O 1.7832 2.3475 -1.8255
C -1.5419 1.2484 -0.9114
C -2.0805 0.0620 -0.1111
H -6.0510 -0.8805 0.7284
H -6.1472 -1.7831 -0.7883
H -6.1067 -0.0104 -0.8118
H -4.9508 0.9479 1.2749
H -4.6673 1.8135 -0.2428
H -3.8983 2.9113 1.8783
H -2.6296 1.6953 2.0276
H -2.9486 3.4832 -0.4272
H -1.9970 3.9385 1.0035
H -0.3485 3.6500 -1.5166
H 0.0645 3.9768 0.1902
H 1.6551 -1.1703 2.1137
H -0.1969 -2.7512 1.9589
H -1.3008 -4.5550 0.7122
H -2.0295 -3.4879 -0.4875
H -0.9646 -4.7897 -1.0115
H 0.5382 -3.2266 -2.2106
H 2.4008 -1.6435 -2.0617
H 4.5210 -0.1400 -1.7043
H 4.5737 -1.7232 -0.9188
H 6.2345 -1.0664 0.5574
H 6.5084 0.3053 -0.5172
H 5.0313 1.7145 0.7757
H 5.8247 0.7761 2.0501
H 3.1610 0.7243 2.0204
H 3.9838 -0.8543 2.0432
H -2.2725 1.5469 -1.6825
H -0.6366 0.9171 -1.4207
H -1.8534 -0.8686 -0.6351
H -1.5741 0.0390 0.8573

Values from the calculation:
energy: -33356.2589 eV
net charge: 0
energy relative to the best compared isomer or geometry (same formula, charge and spin): 283.5 kJ/mol
SMILES: CC(=O)N1CCCN(Cc2nc(C3(c4ccc(C)cc4)CCCC3)no2)CC1
gap between HOMO and LUMO: 9.2 eV
HOMO: -8.53 eV

=====

[2]
The following is a quantum chemistry calculation of C22H31AuN3O9PS2Te as an isolated structure, from the OMol25 dataset.

Geometry (Å):
Au -0.6851 -0.5851 0.5762
C 2.3126 0.6939 7.5379
O 1.4804 -0.0543 6.6818
C 1.7930 -0.1195 5.3717
C 2.9933 0.3681 4.8180
C 3.1756 0.3322 3.4630
C 2.1966 -0.1473 2.5703
C 2.3834 -0.0139 1.1513
C 3.7762 0.2557 0.6221
O 1.4878 -0.0805 0.2941
C 0.9996 -0.7410 3.1307
O 0.1065 -1.3525 2.4644
C 0.8521 -0.6820 4.5375
H 1.7961 0.7222 8.4951
H 2.4428 1.7160 7.1706
H 3.2920 0.2241 7.6649
H 3.7691 0.7794 5.4439
H 4.0904 0.7490 3.0717
H 4.5105 -0.3905 1.0959
H 4.0369 1.2989 0.8003
H 3.7719 0.0892 -0.4533
H -0.0491 -1.1062 4.9503
C -1.6512 4.7031 -1.4545
C -2.4819 4.3152 -0.2469
O -1.6161 3.9060 0.8095
P -1.4486 2.3484 1.1510
O -1.3481 1.5406 -0.1089
Te 0.3084 2.4951 2.7555
O -2.8697 1.9071 1.7677
C -3.2428 1.9888 3.1320
C -4.1084 0.7847 3.4582
H -2.2831 5.0879 -2.2489
H -1.1171 3.8265 -1.8123
H -0.9275 5.4630 -1.1696
H -3.1727 3.5047 -0.4984
H -3.0580 5.1605 0.1403
H -3.7829 2.9276 3.2955
H -2.3387 1.9928 3.7559
H -5.0093 0.7800 2.8487
H -4.3835 0.8075 4.5083
H -3.5600 -0.1298 3.2452
N 0.3147 -2.2331 -1.1204
C -0.7530 -2.9212 -1.6849
C -1.2384 -4.0728 -1.0667
C -2.4670 -4.5875 -1.4309
C -3.1906 -3.9418 -2.4076
C -2.6665 -2.8935 -3.1289
C -1.4304 -2.3845 -2.7793
S -4.9674 -4.2856 -2.5514
O -5.3875 -4.2498 -1.1394
O -5.0741 -5.5821 -3.1721
O -5.4817 -3.1575 -3.3086
H 0.7997 -1.5815 -1.7191
H 0.9259 -2.7733 -0.5262
H -0.6914 -4.5006 -0.2413
H -2.8896 -5.4356 -0.9205
H -3.2590 -2.4569 -3.9169
H -1.0171 -1.5399 -3.3099
S -2.7261 -1.8539 0.8027
C -3.9391 -1.1413 -0.1500
N -3.9328 0.1338 -0.5492
C -5.2122 0.4953 -1.1311
C -5.8703 -0.8844 -1.3284
N -5.0436 -1.7616 -0.5105
H -3.2345 0.8044 -0.2605
H -5.0736 1.0505 -2.0604
H -5.7843 1.1137 -0.4259
H -5.8329 -1.2515 -2.3612
H -6.9049 -0.9186 -0.9770
H -5.1781 -2.8041 -0.6194

Values from the calculation:
⟨S²⟩: 2.010
energy: -88160.2176 eV
net charge: 0
energy relative to the best compared isomer or geometry (same formula, charge and spin): 42.7 kJ/mol
gap between HOMO and LUMO (spin up / spin down): 7.3 / 4.5 eV
HOMO (spin up / spin down): -7.77 / -7.74 eV
multiplicity: 3

=====

[3]
The following is a quantum chemistry calculation of a 3-piece molecular cluster, C22H31BN11O9 overall, from the OMol25 dataset.

Geometry (Å):
N -2.9857 -0.7315 1.8398
C -2.4830 -0.8917 0.7070
N -2.3630 0.2778 -0.1461
N -2.0531 -2.1406 0.1716
C -0.6204 -2.1578 -0.2352
C 0.2289 -1.2971 0.6819
C 1.7418 -1.4357 0.4636
C 2.2950 -0.5689 -0.6648
N 2.2121 0.8664 -0.3327
C 3.0928 1.3666 0.7003
C 4.2779 2.1972 0.2206
O 5.0564 2.6664 0.9897
O 4.3586 2.3229 -1.1286
C 1.3227 1.6134 -0.9771
N 0.5815 1.1520 -2.0044
C -0.1541 2.1674 -2.4242
B -1.1439 2.0147 -3.6971
N -2.2892 1.1440 -3.6376
O -0.8151 2.6764 -4.8306
N 0.0645 3.2389 -1.6740
N 1.0179 2.9198 -0.7259
C 1.4045 3.9095 0.2493
O 0.8819 3.5309 1.5045
N 1.6640 4.2071 2.5868
O 1.4692 3.6848 3.5807
H -3.0561 -1.6154 2.3435
H -3.2776 0.7240 -0.1235
H -1.7613 0.9418 0.3347
H -2.6104 -2.2698 -0.6692
H -0.4873 -1.8736 -1.2873
H -0.2752 -3.1876 -0.1399
H 0.0353 -1.6366 1.7039
H -0.0482 -0.2426 0.6131
H 2.2188 -1.1538 1.4075
H 2.0059 -2.4790 0.2774
H 3.3444 -0.8164 -0.8473
H 1.7596 -0.7332 -1.5951
H 2.5470 1.9210 1.4610
H 3.5196 0.5041 1.2135
H 4.6737 3.2110 -1.3476
H -2.0225 0.1789 -3.4482
H -2.8355 1.3756 -2.8102
H -0.3428 3.5070 -4.7180
H -0.3571 4.1515 -1.7434
H 2.4848 4.0573 0.2864
H 0.9631 4.8572 -0.0723
C -3.6448 2.0585 6.4620
C -3.6028 1.2137 5.3602
C -3.4291 1.7388 4.0898
C -3.2851 3.1074 3.9592
C -3.3283 3.9724 5.0383
C -3.5137 3.4332 6.3006
N -3.0464 3.6602 2.6126
O -3.0022 2.8826 1.6721
O -2.8795 4.8581 2.5078
H -3.7814 1.6457 7.4527
H -3.7090 0.1451 5.4877
H -3.3933 1.1030 3.2172
H -3.2157 5.0365 4.8947
H -3.5504 4.0871 7.1608
C 2.4373 -5.9389 -5.1983
C 1.5346 -6.8878 -4.7377
C 1.0118 -6.7887 -3.4582
C 1.4091 -5.7279 -2.6655
C 2.3104 -4.7731 -3.1001
C 2.8269 -4.8857 -4.3802
N 0.8429 -5.6130 -1.3116
O 0.0722 -6.4686 -0.9419
O 1.1739 -4.6515 -0.6333
H 2.8401 -6.0207 -6.1988
H 1.2349 -7.7078 -5.3752
H 0.3103 -7.5179 -3.0820
H 2.6022 -3.9634 -2.4486
H 3.5343 -4.1515 -4.7404

Values from the calculation:
energy: -58799.2116 eV
net charge: +1
gap between HOMO and LUMO: 8.3 eV
HOMO: -11.62 eV

=====

[4]
The following is a quantum chemistry calculation of one molecule with the formula C22H31N3O2, from the OMol25 dataset.

Geometry (Å):
C -5.0352 -2.4047 0.6601
O -5.0606 -1.8120 -0.6225
C -5.3924 -0.4636 -0.6114
C -6.6164 -0.0994 -1.1463
C -7.0222 1.2235 -1.1585
C -6.1919 2.1872 -0.6178
C -4.9579 1.8376 -0.1014
C -4.5185 0.5137 -0.0968
N -3.2855 0.1304 0.4409
C -2.5646 1.0666 1.2797
C -1.5407 0.2894 2.1112
N -0.6287 -0.4537 1.2654
C 0.5940 0.1280 0.9949
O 0.9190 1.1800 1.5154
N 1.4007 -0.5763 0.1465
C 2.8021 -0.2282 -0.0900
C 2.8932 1.1603 -0.7280
C 4.3545 1.4916 -1.0232
C 5.1535 1.4778 0.2789
C 5.0707 0.0890 0.9097
C 5.6455 -0.9477 -0.0547
C 4.8426 -0.9290 -1.3546
C 4.9308 0.4576 -1.9893
C 3.3809 -1.2632 -1.0571
C 3.6116 -0.2455 1.2118
C -1.3468 -1.3560 0.3928
C -2.3787 -0.5859 -0.4387
H -6.0391 -2.4223 1.0991
H -4.6848 -3.4258 0.5169
H -4.3612 -1.8701 1.3348
H -7.2497 -0.8787 -1.5427
H -7.9809 1.4928 -1.5740
H -6.4959 3.2235 -0.6088
H -4.3167 2.6136 0.2860
H -3.2671 1.5611 1.9524
H -2.0315 1.8270 0.6871
H -0.9511 0.9798 2.7148
H -2.0582 -0.4228 2.7623
H 1.1949 -1.5551 0.0286
H 2.4678 1.8927 -0.0427
H 2.3065 1.1729 -1.6496
H 4.4123 2.4870 -1.4770
H 4.7476 2.2203 0.9683
H 6.1965 1.7349 0.0795
H 5.6440 0.0760 1.8435
H 6.6933 -0.7214 -0.2640
H 5.6021 -1.9420 0.3965
H 5.2482 -1.6762 -2.0468
H 5.9728 0.6960 -2.2138
H 4.3737 0.4735 -2.9289
H 2.8011 -1.2629 -1.9834
H 3.3146 -2.2615 -0.6143
H 3.1884 0.4871 1.8996
H 3.5376 -1.2330 1.6762
H -0.6745 -1.8834 -0.2823
H -1.8613 -2.0934 1.0196
H -2.9457 -1.2787 -1.0593
H -1.8428 0.1216 -1.0949

Values from the calculation:
energy: -31884.0014 eV
net charge: 0
energy relative to the best compared isomer or geometry (same formula, charge and spin): 34.2 kJ/mol
SMILES: COc1ccccc1N1CCN(C(=O)N[C@]23C[C@H]4C[C@H](C[C@H](C4)C2)C3)CC1
gap between HOMO and LUMO: 8.7 eV
HOMO: -7.98 eV

=====

[5]
The following is a quantum chemistry calculation of one molecule with the formula C22H31N3O4, from the OMol25 dataset.

Geometry (Å):
C -3.6501 -2.8688 0.9469
O -4.7205 -2.4183 0.1416
C -4.8831 -1.0880 -0.0420
C -5.8440 -0.7098 -0.9840
C -6.0698 0.6225 -1.2554
C -5.3433 1.6084 -0.6067
C -4.4013 1.2376 0.3401
O -3.6888 2.2116 1.0297
C -2.5804 2.7384 0.3268
C -1.4711 1.7376 0.2691
C -1.3590 0.5427 -0.3856
C -0.1436 -0.0031 0.1029
C 0.2946 -1.3888 -0.2251
O -0.5848 -2.2212 -0.4114
N 1.6045 -1.6775 -0.3166
C 1.9641 -3.0168 -0.7319
C 2.6657 -0.7039 -0.1119
C 3.8454 -1.2842 0.6620
C 4.8906 -0.1961 0.9529
C 6.1861 -0.8761 1.4240
C 4.4144 0.7399 2.0791
N 5.2263 0.4724 -0.2941
C 4.2099 0.9689 -1.2069
C 4.9372 1.2518 -2.5310
C 3.5223 2.2725 -0.7584
C 3.1725 -0.1388 -1.4402
N 0.4034 0.8225 0.9640
O -0.4105 1.8949 1.0752
C -4.1686 -0.1012 0.6299
H -3.7548 -2.5274 1.9812
H -2.6841 -2.5512 0.5429
H -3.7080 -3.9555 0.9223
H -6.3957 -1.4856 -1.4902
H -6.8149 0.9005 -1.9854
H -5.5113 2.6536 -0.8162
H -2.8686 3.0366 -0.6907
H -2.2528 3.6123 0.8942
H -2.0201 0.1006 -1.0994
H 2.6850 -2.9781 -1.5474
H 2.3868 -3.5813 0.1006
H 1.0581 -3.5171 -1.0706
H 2.2293 0.0982 0.4811
H 3.5013 -1.7149 1.6029
H 4.3271 -2.0641 0.0716
H 5.9898 -1.5268 2.2719
H 6.9180 -0.1296 1.7228
H 6.6099 -1.4662 0.6159
H 4.4164 0.2053 3.0260
H 5.0901 1.5888 2.1665
H 3.4111 1.1159 1.9096
H 5.9223 1.1897 -0.1269
H 5.6127 2.0966 -2.4186
H 5.5212 0.3839 -2.8248
H 4.2239 1.4813 -3.3182
H 2.9613 2.6967 -1.5882
H 4.2705 2.9992 -0.4473
H 2.8352 2.1145 0.0663
H 2.3371 0.2602 -2.0184
H 3.6421 -0.9358 -2.0190
H -3.4325 -0.3476 1.3777

Values from the calculation:
energy: -35976.1894 eV
net charge: 0
energy relative to the best compared isomer or geometry (same formula, charge and spin): 395.6 kJ/mol
SMILES: COc1cccc(OCc2cc(C(=O)N(C)C3CC(C)(C)NC(C)(C)C3)no2)c1
gap between HOMO and LUMO: 9.1 eV
HOMO: -8.44 eV

=====

[6]
The following is a quantum chemistry calculation of a 2-piece molecular cluster, C22H31O2Si overall, from the OMol25 dataset.

Geometry (Å):
C -2.6415 0.7913 2.8550
C -1.4580 0.4415 2.0680
C -1.1098 -0.8735 1.5752
C -0.4495 1.3891 2.0984
O 0.7640 1.0965 1.6677
Si 2.2458 1.3419 2.5190
C 3.4377 0.7818 1.2158
C 2.4083 3.1358 2.9697
C 2.1620 0.2455 4.0210
O -0.6559 2.5991 2.6215
C -0.8865 3.7310 1.7191
H -3.3313 -0.0572 2.9129
H -2.3735 1.0730 3.8864
H -3.1833 1.6433 2.4199
H -1.9657 -1.5556 1.6491
H -0.8208 -0.8185 0.5177
H -0.2592 -1.3289 2.1091
H 4.4677 0.8082 1.6012
H 3.2208 -0.2441 0.8844
H 3.3869 1.4382 0.3359
H 3.3939 3.2759 3.4426
H 2.3671 3.7882 2.0875
H 1.6449 3.4699 3.6855
H 3.1137 0.3198 4.5714
H 1.3569 0.5426 4.7087
H 2.0095 -0.8100 3.7524
H -0.8871 4.6161 2.3593
H -0.0903 3.8066 0.9641
H -1.8631 3.5957 1.2377
C -1.3179 1.8998 -5.8707
C -1.2742 0.8985 -4.7596
C -2.4720 0.3821 -4.2472
C -2.4634 -0.5064 -3.1881
C -1.2426 -0.9027 -2.5575
C -1.3202 -1.7927 -1.4456
C -0.3794 -2.8006 -1.0750
C -0.7709 -3.7204 -0.0511
C 0.1427 -4.5911 0.5239
C 1.4781 -4.5970 0.0884
C 1.8543 -3.7910 -0.9965
C 0.9237 -2.9751 -1.6335
C -0.0338 -0.3553 -3.0830
C -0.0607 0.4908 -4.1852
H -0.3188 2.0937 -6.2664
H -1.9585 1.5575 -6.6925
H -1.7357 2.8541 -5.5211
H -3.4164 0.6951 -4.6975
H -3.3969 -0.9392 -2.8221
H -2.3112 -1.8926 -0.9928
H -1.8178 -3.7278 0.2632
H -0.1840 -5.2647 1.3182
H 2.2095 -5.2419 0.5777
H 2.8850 -3.8151 -1.3562
H 1.1874 -2.4778 -2.5679
H 0.9182 -0.5892 -2.6055
H 0.8715 0.8656 -4.6128

Values from the calculation:
energy: -35283.2069 eV
net charge: +1
energy relative to the best compared isomer or geometry (same formula, charge and spin): 33.2 kJ/mol
gap between HOMO and LUMO: 4.2 eV
HOMO: -9.76 eV

=====

[7]
The following is a quantum chemistry calculation of C22H32BN7V as an isolated structure, from the OMol25 dataset.

Geometry (Å):
H -1.1931 -2.1121 -2.6330
N 0.2300 -0.5283 -2.4030
B 2.5555 0.7212 -2.5008
N 1.5321 -0.3680 -2.9204
C 1.6881 -1.2184 -3.9578
V -1.0578 0.7448 -1.6396
H 2.5509 -1.1428 -4.6116
C 0.6059 -2.0883 -3.9847
H 0.4803 -2.9286 -4.6460
C -0.2727 -1.6802 -2.9771
H 3.2102 0.9678 -3.5081
C 1.3787 1.6017 3.7860
H 0.4028 1.8065 4.2491
H 1.2918 1.7328 2.6966
H 2.0973 2.3354 4.1764
N 3.7825 0.3870 -1.4712
N 1.6293 2.0013 -2.3141
N 3.6341 -0.2577 -0.2318
N 0.3674 2.0852 -1.6582
C 5.0982 0.7284 -1.6094
C 1.8612 3.1814 -2.9197
H 5.4984 1.1493 -2.5287
H 2.6980 3.3025 -3.6032
C 5.7703 0.4700 -0.4017
C 0.9259 4.1151 -2.4772
C 4.7816 -0.0862 0.4441
C 0.0515 3.4312 -1.6213
H 6.7841 0.6658 -0.1455
H 0.9206 5.1569 -2.7016
H 4.8891 -0.2870 1.4969
H -0.7306 3.8141 -0.9825
H 1.6958 0.6338 3.9982
C -2.6870 -2.2437 4.3433
C -1.8884 -1.9908 3.0945
C -0.9091 -2.9346 2.7599
C -0.0903 -2.7635 1.6433
C 0.9143 -3.8425 1.3474
C -0.2612 -1.6214 0.8474
C -1.3651 -0.7456 1.0487
C -2.0897 -0.8840 2.2645
N -1.7244 0.1242 0.0157
C -3.0625 0.7653 -0.0609
C -4.1974 -0.2223 0.2092
C -3.1426 1.9287 0.9304
C -3.2424 1.2784 -1.4921
H -3.4220 -3.0489 4.1859
H -2.0123 -2.5839 5.1412
H -3.2286 -1.3527 4.6915
H -0.7961 -3.8157 3.3995
H 1.5312 -4.0520 2.2354
H 0.4022 -4.7823 1.0826
H 1.5654 -3.5543 0.5170
H 0.4437 -1.4187 0.0408
H -2.8427 -0.1396 2.5320
H -4.2125 -0.5199 1.2601
H -5.1744 0.2218 -0.0289
H -4.0676 -1.1013 -0.4350
H -2.3041 2.6263 0.7989
H -4.0679 2.5051 0.7879
H -3.1365 1.5647 1.9633
H -2.7547 2.2403 -1.7029
H -3.0102 0.5361 -2.2980
H -4.3247 1.4921 -1.5217

Values from the calculation:
⟨S²⟩: 3.762
energy: -60127.1554 eV
net charge: 0
energy relative to the best compared isomer or geometry (same formula, charge and spin): 290.2 kJ/mol
gap between HOMO and LUMO (spin up / spin down): 6.6 / 7.0 eV
HOMO (spin up / spin down): -6.46 / -7.01 eV
multiplicity: 4